81
Properties=species:S:1:pos:R:3 method="wB97M-V/def2-TZVPD" molar_mass_g_mol=732.608 total_charge=-2 e_lumo_ev=4.0 homo_ev=-2.1785
Cs 0.535 -2.177 -0.303
C -0.185 -6.501 -3.577
C 0.545 -5.807 -2.424
O 0.184 -4.668 -2.153
C 1.604 -6.535 -1.739
C 1.932 -7.835 -2.161
C 2.916 -8.598 -1.581
C 3.632 -8.044 -0.505
C 3.359 -6.791 -0.052
C 2.330 -5.940 -0.625
O 2.129 -4.801 -0.159
H -0.935 -5.805 -3.948
H -0.674 -7.418 -3.245
H 0.500 -6.760 -4.385
H 1.382 -8.264 -2.990
H 3.134 -9.595 -1.941
H 4.418 -8.626 -0.028
H 3.911 -6.362 0.777
C -0.672 4.985 1.528
C -0.302 3.934 0.487
C 0.212 4.585 -0.799
O -1.427 3.113 0.250
C -1.041 1.720 0.307
C 0.468 1.751 0.601
O 0.688 3.106 1.027
C 1.049 0.813 1.734
O 1.303 -0.426 1.283
C 0.030 0.833 2.892
C -0.702 -0.316 3.161
C -1.680 -0.325 4.143
C -1.941 0.818 4.884
C -1.207 1.969 4.634
C -0.232 1.974 3.649
C 2.391 1.410 2.209
C 3.302 1.943 1.295
C 4.565 2.346 1.688
C 4.966 2.215 3.011
C 4.086 1.663 3.925
C 2.818 1.266 3.526
C -1.528 0.932 -0.948
O -1.074 -0.333 -0.884
C -3.068 0.910 -0.954
C -3.705 0.337 -2.058
C -5.077 0.181 -2.101
C -5.862 0.593 -1.031
C -5.247 1.156 0.073
C -3.867 1.313 0.110
C -1.055 1.655 -2.228
C -1.699 2.767 -2.760
C -1.232 3.377 -3.913
C -0.099 2.891 -4.550
C 0.546 1.776 -4.034
C 0.059 1.156 -2.894
H -1.425 5.662 1.123
H 0.209 5.560 1.811
H -1.077 4.485 2.405
H -0.576 5.161 -1.281
H 0.553 3.823 -1.495
H 1.046 5.245 -0.559
H -1.546 1.267 1.163
H 1.038 1.527 -0.309
H -0.486 -1.202 2.577
H -2.246 -1.231 4.328
H -2.709 0.813 5.650
H -1.395 2.870 5.210
H 0.340 2.871 3.458
H 3.014 2.049 0.259
H 5.246 2.766 0.954
H 5.957 2.530 3.320
H 4.386 1.539 4.961
H 2.149 0.829 4.254
H -3.098 -0.007 -2.884
H -5.540 -0.269 -2.974
H -6.939 0.473 -1.059
H -5.842 1.485 0.919
H -3.425 1.782 0.979
H -2.572 3.160 -2.257
H -1.748 4.244 -4.312
H 0.271 3.373 -5.448
H 1.424 1.378 -4.531
H 0.504 0.253 -2.486

=====

9
Properties=species:S:1:pos:R:3 method="wB97M-V/def2-TZVPD" smiles=NP(N)S molar_mass_g_mol=96.095 total_charge=0 e_lumo_ev=0.9 homo_ev=-9.0402
N -0.659 -1.109 -0.389
P 0.219 0.288 -0.940
N -0.564 1.392 0.012
S 2.002 -0.030 0.241
H -0.879 -1.638 -1.220
H -0.164 -1.770 0.210
H -0.526 1.201 0.997
H -0.768 2.371 -0.237
H 1.340 -0.706 1.326

=====

20
Properties=species:S:1:pos:R:3 method="wB97M-V/def2-TZVPD" s2=0.754 molar_mass_g_mol=99.177 spin_multiplicity=2 total_charge=-1 e_lumo_ev="3.8 / 3.8" homo_ev="-1.7488 / -1.9884"
C 2.059 -0.183 -0.887
C 1.222 1.101 -0.606
C 0.232 0.756 0.581
C -3.289 -0.779 0.200
C -2.206 0.179 0.316
C -0.906 -0.063 0.105
N 2.670 -0.737 0.303
H 2.743 0.007 -1.739
H 1.321 -0.937 -1.321
H 0.744 1.558 -1.468
H 1.856 1.815 -0.113
H -0.200 1.707 0.917
H 0.798 0.235 1.341
H -4.111 -0.849 0.919
H -2.868 -1.796 0.090
H -3.880 -0.580 -0.746
H -2.283 1.083 0.924
H -0.580 -1.018 -0.288
H 1.397 -1.969 0.363
H 3.588 -0.303 0.387

=====

46
Properties=species:S:1:pos:R:3 method="wB97M-V/def2-TZVPD" s2=0.783 molar_mass_g_mol=262.296 spin_multiplicity=2 total_charge=+1 e_lumo_ev="-4.4 / -7.4" homo_ev="-13.7025 / -13.7072"
C 1.887 -0.125 -0.952
C 2.724 0.577 -0.163
C -0.179 -0.020 -2.251
C 1.054 0.527 -1.921
C 1.536 1.792 -2.567
C -1.411 0.511 -2.850
H 1.644 -1.172 -0.939
H 2.963 1.619 -0.216
H 3.071 0.177 0.786
H -0.426 -0.955 -1.740
H 1.173 2.630 -1.967
H 1.143 1.922 -3.582
H 2.597 1.736 -2.797
H -1.598 1.507 -2.445
H -2.249 -0.176 -2.892
H -1.285 0.729 -3.922
H 1.256 -3.496 -0.055
H 1.234 -3.892 1.317
O 1.418 -3.085 0.816
H -1.436 3.481 2.251
H -1.337 1.971 2.305
O -1.791 2.667 1.829
H -1.171 1.956 -1.181
H -1.032 2.768 0.078
O -0.684 2.698 -0.842
H -0.433 0.554 1.923
H 0.597 -0.493 1.383
O 0.338 0.438 1.359
H -2.964 1.555 0.681
H -1.911 0.466 0.148
O -2.832 0.699 0.248
H -0.905 -2.777 1.026
H -0.346 -1.740 0.143
O -1.112 -1.900 0.699
H -0.627 -2.095 3.808
H -0.580 -3.000 2.529
O -0.140 -2.796 3.342
H 1.505 2.151 1.389
H 1.824 2.393 2.848
O 2.043 2.709 1.946
H 0.930 -3.899 -2.325
H 2.261 -3.039 -2.335
O 1.723 -3.661 -1.822
H -3.342 -0.231 1.917
H -2.364 -1.236 2.324
O -2.762 -0.445 2.668

=====

17
Properties=species:S:1:pos:R:3 method="wB97M-V/def2-TZVPD" smiles="C=[NH+]C[N@@H+](C)N" molar_mass_g_mol=89.142 total_charge=+2 e_lumo_ev=-9.9 homo_ev=-20.5641
C 2.837 -0.146 -0.122
N 1.651 0.170 0.149
C 0.501 -0.612 -0.017
N -0.870 0.194 -0.350
C -2.003 -0.584 0.091
N -0.793 1.530 0.060
H 3.290 -1.125 -0.161
H 3.547 0.582 0.185
H 1.497 1.136 0.301
H 0.622 -1.535 -0.644
H 0.056 -1.163 0.897
H -0.844 0.043 -1.323
H -1.876 -1.699 -0.058
H -2.116 -0.427 1.130
H -2.947 -0.251 -0.396
H -1.219 1.728 0.895
H -1.335 2.159 -0.638

=====

51
Properties=species:S:1:pos:R:3 method="wB97M-V/def2-TZVPD" molar_mass_g_mol=781.078 total_charge=+1 e_lumo_ev=-3.2 homo_ev=-10.2718
In 0.390 0.002 0.079
C -0.292 4.417 -0.306
C 0.013 3.085 -0.593
N -0.209 2.113 0.269
C -0.742 2.365 1.500
C -1.071 3.686 1.862
C -0.831 4.706 0.918
C -1.622 3.953 3.137
C -1.812 2.913 3.991
C -1.477 1.586 3.640
C -0.951 1.255 2.409
N -0.603 0.002 1.925
C -0.916 -1.255 2.423
C -1.363 -1.595 3.682
C -1.678 -2.924 4.042
C -1.541 -3.957 3.170
C -1.051 -3.684 1.872
C -0.851 -4.698 0.912
C -0.357 -4.402 -0.329
C -0.052 -3.070 -0.616
N -0.242 -2.102 0.258
C -0.737 -2.360 1.503
H -0.099 5.185 -1.040
H 0.453 2.801 -1.542
H -1.078 5.727 1.182
H -1.874 4.968 3.410
H -2.225 3.091 4.975
H -1.644 0.839 4.390
H -1.469 -0.855 4.451
H -2.032 -3.110 5.047
H -1.781 -4.974 3.448
H -1.090 -5.720 1.180
H -0.193 -5.167 -1.074
H 0.363 -2.783 -1.576
I 5.498 -0.037 -0.919
C 3.895 -0.022 -2.235
C 4.136 -0.021 -3.623
C 3.110 -0.011 -4.527
I 3.565 -0.010 -6.563
C 1.769 -0.001 -4.069
C 0.629 0.011 -4.900
C -0.630 0.020 -4.363
C -0.771 0.018 -2.972
N 0.271 0.007 -2.166
C 1.541 -0.002 -2.673
C 2.616 -0.013 -1.722
O 2.369 -0.014 -0.424
H 5.160 -0.028 -3.970
H 0.764 0.012 -5.974
H -1.509 0.029 -4.991
H -1.751 0.026 -2.509